Formula: C26H37CoN10O3S3Se
Source: OMol25
Level of theory: ωB97M-V/def2-TZVPD

The geometry in XYZ format:
```
81
Properties=species:S:1:pos:R:3:forces:R:3
O -2.375 -0.343 -0.234 0.19 0.11 0.62
H 7.762 0.311 1.137 0.02 0.02 0.00
C 0.608 -0.128 4.268 -0.07 0.11 0.15
N -0.445 -0.149 2.103 0.17 -0.02 -0.49
H -1.169 -2.717 -0.458 0.01 0.09 -0.03
Co -0.563 0.280 -0.003 1.85 0.57 -0.70
C 0.440 2.198 -2.031 -0.14 -0.19 -0.35
H -5.494 -2.001 -0.247 0.04 -0.04 -0.04
H 2.921 -1.736 -2.831 0.01 0.00 -0.01
N 7.272 0.431 0.270 -0.08 0.06 0.00
H -4.548 0.970 -2.250 -0.02 -0.04 -0.01
H -4.167 1.643 0.683 -0.09 0.01 0.03
H 0.780 -0.650 -2.765 0.05 -0.01 0.06
N 1.420 2.742 -1.338 0.04 0.16 -0.12
C -3.452 2.913 -0.895 -0.13 -0.08 0.09
S 0.231 2.748 -3.671 -0.09 -0.01 0.23
C 0.189 -0.769 3.075 -0.14 -0.10 -0.14
H 2.014 -1.222 0.624 -0.09 -0.01 0.00
H 1.128 -0.717 5.009 -0.02 -0.03 -0.01
H -2.469 2.449 -0.934 0.01 0.06 -0.07
O 1.227 0.962 0.410 -0.98 -0.22 0.12
H -0.693 -1.626 -2.584 0.00 0.02 0.10
C -1.310 0.959 -2.776 -0.10 -0.08 0.27
C 2.478 -2.613 -2.359 -0.15 0.08 0.17
H 0.379 -1.828 2.946 0.09 0.01 -0.02
N 1.065 -2.711 -2.736 -0.02 -0.18 -0.05
C 0.369 1.203 4.485 0.01 -0.13 0.04
H -2.066 0.202 -2.651 0.03 0.05 -0.07
N -0.608 3.205 3.397 0.11 -0.05 0.38
C -4.083 -0.460 2.563 -0.09 0.03 -0.04
H 2.540 -4.572 -0.621 0.00 -0.02 0.03
N -1.219 1.860 1.311 0.12 -0.73 -0.42
H -5.724 0.326 -1.109 0.00 -0.03 -0.06
H 2.344 -0.444 -0.923 -0.03 -0.02 -0.10
C 0.356 -1.536 -2.296 -0.06 -0.15 -0.26
C -5.170 -0.821 1.552 0.17 0.08 0.07
S -3.678 -0.755 -0.911 -0.20 -0.09 -0.20
C -0.311 1.907 3.462 0.02 -0.05 -0.19
N 2.606 -2.498 -0.902 0.02 -0.15 -0.02
H 7.757 0.205 -0.579 0.05 0.02 0.02
C 3.487 2.088 0.146 -0.28 -0.27 -0.12
C -1.103 1.671 -3.884 0.06 0.13 -0.22
H 5.923 0.979 -1.920 -0.01 0.05 -0.01
N 0.599 -3.792 -0.631 -0.07 -0.29 -0.02
H -4.499 0.185 3.337 0.03 -0.04 0.04
H -3.255 0.064 2.086 0.00 0.01 0.02
H -5.440 2.460 -0.220 -0.03 -0.06 0.06
H -0.043 -2.541 0.902 0.03 0.06 -0.03
C 5.382 1.366 1.419 0.09 0.04 0.02
H 3.640 1.927 -1.991 0.03 -0.04 -0.01
H -3.689 -1.355 3.046 0.03 0.01 -0.02
Se -1.269 3.547 1.842 -0.43 0.09 -0.07
H 2.118 -3.608 0.809 0.00 -0.02 0.01
H 5.883 1.224 2.368 -0.03 0.01 0.01
H 3.599 2.164 2.290 0.03 -0.03 0.01
N -0.449 1.239 -1.715 -0.27 -0.38 0.65
C -4.483 1.946 -0.316 0.28 -0.01 0.01
H -3.730 3.229 -1.901 0.03 0.03 0.00
S 1.776 2.348 0.124 0.28 0.16 -0.43
C -4.665 -1.605 0.347 0.09 0.08 0.08
C -0.117 -2.629 -0.182 -0.09 -0.19 -0.01
H 3.002 -3.506 -2.694 0.01 0.01 -0.04
H -4.042 -2.448 0.655 0.00 -0.03 -0.07
H 0.703 1.709 5.381 -0.04 -0.01 0.01
C 1.910 -1.321 -0.455 0.38 -0.22 0.03
N 0.434 -1.376 -0.802 -0.50 0.88 0.60
H 1.025 -4.786 -2.426 -0.01 0.00 -0.01
C 4.114 1.892 1.376 -0.07 0.11 0.04
C -4.708 0.717 -1.201 0.09 0.04 -0.01
C -0.667 1.168 2.304 -0.44 0.67 0.29
H -1.662 1.635 -4.804 0.04 -0.04 -0.01
H -5.693 0.079 1.225 -0.07 -0.04 -0.02
C 4.135 1.753 -1.046 0.07 0.02 0.08
C 5.407 1.233 -1.003 0.01 -0.02 0.03
C 0.490 -3.899 -2.092 0.01 0.24 0.08
O 1.352 3.329 1.082 0.36 -0.15 0.33
C 2.016 -3.684 -0.275 -0.07 0.23 -0.11
H -0.560 -3.991 -2.373 0.00 -0.02 0.00
H -5.918 -1.447 2.042 -0.03 0.00 -0.05
C 6.048 1.007 0.231 0.00 -0.10 -0.05
H -3.392 3.806 -0.271 -0.02 0.04 -0.06
```
Positions in Å, forces in eV/Å.

Calculated values
- net charge = +2
- highest occupied orbital energy (eV) = -12.8441
- LUMO level (eV) = -7.36

These are the Mulliken partial charges, in e, on atoms 1 to 5: O -1.282; H 0.198; C -1.059; N 0.528; H 0.066